Entry 1:
The following is a quantum chemistry calculation of a cluster of 3 separate species, C12H37BN2O7P3 in total, from the Open Molecules 2025 dataset.

DFT total energy	-58893.44835	eV
total charge	+1

Geometry (Å):
C  4.5188  1.0465  0.2478
C  3.7154  2.2165  -0.4767
B  2.4285  2.5542  0.4244
O  2.4757  3.6079  1.3499
P  0.8506  1.4593  0.1033
C  -0.7452  2.3426  0.4780
C  -1.9146  1.9436  -0.4561
O  -2.2078  0.5491  -0.4426
P  0.8799  -0.3514  1.3191
P  1.2919  -2.1165  0.0864
O  0.0132  -2.5698  -0.5454
O  2.5636  -1.9475  -0.9722
O  1.7815  -3.2952  1.1734
H  4.1286  0.8512  1.2674
H  4.3200  0.1207  -0.3394
H  5.6117  1.2081  0.2213
H  4.2980  3.1558  -0.5528
H  3.4249  1.8835  -1.4949
H  2.5980  3.2895  2.2528
H  0.8493  1.2004  -1.3038
H  -0.5519  3.4290  0.3055
H  -1.0354  2.2318  1.5473
H  -2.8367  2.4712  -0.1112
H  -1.7683  2.2790  -1.5313
H  -2.9269  0.4513  -1.0728
H  2.0354  -0.2287  2.1646
H  2.3643  -1.2001  -1.5510
H  2.2312  -2.7980  1.8763
C  -1.2255  -5.7600  6.0475
C  -0.2870  -4.6068  6.3872
C  -0.2475  -3.5087  5.3091
O  0.5211  -3.8395  4.1597
C  -0.1651  -4.6241  3.1920
N  1.0485  -5.1472  6.6651
H  -0.8111  -6.4259  5.2902
H  -1.4139  -6.3663  6.9349
H  -2.1887  -5.3896  5.6886
H  -0.6627  -4.1448  7.3053
H  0.2419  -2.6310  5.7430
H  -1.2573  -3.1926  5.0203
H  -1.2263  -4.3684  3.1304
H  -0.0431  -5.6872  3.4080
H  0.2939  -4.4313  2.2245
H  1.6500  -4.3898  6.9797
H  1.4554  -5.4242  5.7746
C  -1.9870  4.2300  -6.8377
C  -2.0878  2.7513  -6.4776
C  -2.8149  2.4912  -5.1462
O  -2.0310  2.7552  -3.9859
C  -2.0049  4.1202  -3.5967
N  -0.7417  2.1666  -6.4874
H  -1.2332  4.7531  -6.2478
H  -1.7056  4.3443  -7.8854
H  -2.9452  4.7349  -6.6952
H  -2.6726  2.2668  -7.2647
H  -3.0544  1.4252  -5.0978
H  -3.7695  3.0276  -5.0968
H  -2.9541  4.6243  -3.7925
H  -1.1877  4.6400  -4.1003
H  -1.8068  4.1604  -2.5230
H  -0.8189  1.1634  -6.3375
H  -0.2609  2.4989  -5.6548

Here are the natural (NBO) charges for atoms 1 to 2, given in e:
1 C -0.5978
2 C -0.7972



Entry 2:
The following is a quantum chemistry calculation of a structure of composition C28H82BeNO14, from the Open Molecules 2025 dataset.

DFT total energy	-60893.24356	eV
total charge	+1

Geometry (Å):
Be  -2.0613  -3.7793  -0.6983
C  1.5366  -0.7161  -0.9150
C  0.4166  -0.8264  0.2012
C  0.5602  0.4468  1.1034
C  -0.1911  1.6433  0.5388
C  -1.6209  1.2784  0.0707
C  -1.6886  0.0539  -0.8684
N  -1.0158  -1.1081  -0.2339
O  -1.2493  -2.3613  -0.8753
C  -1.1931  0.4136  -2.2520
C  -3.2426  -0.2272  -1.0152
C  0.8015  -1.9573  1.2827
H  1.8311  -1.6334  -1.4249
H  2.4613  -0.3799  -0.4459
H  1.2658  -0.0175  -1.7065
H  1.6041  0.7478  1.1917
H  0.2321  0.2921  2.1313
H  0.3915  1.8999  -0.3459
H  -0.2434  2.5147  1.1915
H  -1.8796  2.2352  -0.3829
H  -2.1815  1.1740  0.9996
H  -0.6841  -0.3928  -2.7798
H  -0.5469  1.2903  -2.2074
H  -1.9464  0.7806  -2.9491
H  -3.8469  0.6733  -1.1243
H  -3.6520  -0.6912  -0.1179
H  -3.5053  -0.9731  -1.7652
H  1.4205  -1.5665  2.0904
H  1.1181  -2.9620  1.0024
H  -0.1503  -2.1579  1.7745
C  -3.9557  1.7732  1.6245
C  -4.0138  3.2701  1.3575
O  -3.9140  4.0281  2.5533
H  -4.1890  1.1792  0.7408
H  -4.6879  1.4488  2.3639
H  -2.9556  1.5190  1.9755
H  -4.9408  3.5339  0.8484
H  -3.1630  3.5631  0.7424
H  -3.0417  4.4271  2.5919
C  -3.3391  3.2437  -1.4025
C  -3.6520  2.2150  -2.5617
O  -4.3278  2.9000  -3.6284
H  -2.9820  2.6660  -0.5499
H  -4.2581  3.7403  -1.0913
H  -2.6750  4.0517  -1.7093
H  -4.2545  1.3451  -2.3001
H  -2.6591  1.8610  -2.8391
H  -4.3035  2.4056  -4.4509
O  -3.3434  -2.7662  0.3447
H  -3.1899  -2.0433  0.9530
H  -4.1964  -3.1175  0.5998
O  0.1246  -2.3319  -2.9438
H  -0.1335  -1.5828  -3.4810
H  -0.2439  -2.1461  -2.0801
O  0.5337  -3.7883  2.0379
H  1.4846  -3.6806  2.0600
H  0.3479  -4.4223  2.7306
O  0.0432  -3.9005  -0.7249
H  -0.0454  -2.9478  -0.6973
H  0.9713  -4.0602  -0.5533
O  -1.5010  -3.5132  1.1928
H  -1.8316  -3.8635  2.0200
H  -0.5485  -3.5443  1.2826
O  -2.7100  -2.7193  -2.2345
H  -2.1594  -2.1926  -2.8139
H  -3.5271  -2.2256  -2.1656
C  2.5171  -3.6323  0.4107
C  2.9052  -3.4680  -1.0802
C  4.3615  -3.2110  -1.5020
O  2.4841  -4.7221  -1.6508
H  1.5100  -3.9359  0.6966
H  2.7263  -2.7016  0.9381
H  3.2526  -4.3426  0.7884
H  2.2921  -2.7055  -1.5606
H  4.5376  -3.5126  -2.5346
H  4.9523  -3.9666  -0.9842
H  4.6324  -2.1696  -1.3283
H  2.0086  -4.5534  -2.4675
C  -0.0426  3.6935  -1.7276
C  1.1530  4.6418  -1.8350
C  2.5504  3.9784  -2.0642
O  1.0511  5.5706  -2.8758
H  -0.9278  4.2024  -1.3463
H  0.1299  2.7982  -1.1303
H  -0.2833  3.2003  -2.6693
H  1.3531  5.1053  -0.8689
H  2.6629  3.2705  -1.2430
H  3.2547  4.7821  -1.8495
H  2.6091  3.4107  -2.9929
H  1.9335  5.9487  -2.8821
C  4.0838  -0.8003  -4.9646
C  3.2639  -1.5591  -3.8845
C  2.1745  -0.6473  -3.3096
O  2.7029  -2.7213  -4.3833
H  4.9505  -1.4001  -5.2424
H  4.4182  0.1379  -4.5218
H  3.4212  -0.5203  -5.7835
H  3.9143  -1.8336  -3.0540
H  1.5868  -0.1161  -4.0583
H  2.5656  0.1030  -2.6223
H  1.5138  -1.2147  -2.6541
H  2.0778  -3.1617  -3.8028
C  1.2521  3.1789  4.2144
C  0.0426  3.1943  3.2970
C  -0.9358  2.1199  3.6464
O  -0.6719  4.4171  3.3896
H  1.9919  3.9406  3.9682
H  1.8324  2.3464  3.8165
H  0.9994  3.1387  5.2740
H  0.4468  3.1061  2.2886
H  -1.2160  2.1683  4.6986
H  -0.6323  1.1018  3.4026
H  -1.7848  2.0748  2.9644
H  -0.6372  4.8219  4.2594
C  1.7288  -0.9739  5.7113
C  1.3441  -1.9892  4.6043
C  -0.0298  -1.7337  3.9466
O  2.2891  -2.0215  3.5756
H  0.9467  -0.8029  6.4511
H  1.9020  0.0377  5.3443
H  2.7335  -1.1244  6.1063
H  1.3026  -2.9832  5.0497
H  -0.3800  -2.4927  3.2471
H  -0.0001  -0.7506  3.4768
H  -0.8149  -1.6305  4.6956
H  2.4906  -1.1104  3.3498

Here are the Mulliken charges for atoms 1 to 2, given in e:
1 Be -0.2530
2 C -1.4305



Entry 3:
The following is a quantum chemistry calculation of a structure of composition C23H31F6O3Ti, from the Open Molecules 2025 dataset.

DFT total energy	-69908.20496	eV
ΔE to the lowest compared entry with this formula, charge and spin	2.305	eV
total charge	+1

Geometry (Å):
O  0.2881  1.1978  -3.4919
C  1.3118  1.9105  -4.2341
C  0.2306  2.6969  -5.0059
H  1.9752  1.2235  -4.7589
H  1.8750  2.5255  -3.5156
C  -0.7172  2.1286  -3.9170
H  0.0032  2.3272  -6.0094
H  0.5376  3.7653  -4.9813
C  -2.0452  1.4773  -4.1914
H  -2.0300  0.3850  -4.2303
H  -2.4989  1.8693  -5.0958
H  -2.6845  1.7718  -3.3605
C  -0.8376  3.2439  -2.9237
H  0.1449  3.6048  -2.6135
H  -1.3996  2.9681  -2.0377
H  -1.3543  4.0397  -3.4495
Ti  0.1710  -0.9256  -1.4100
C  0.6623  1.4564  1.1171
C  1.1086  0.1842  0.6191
C  1.9434  0.4183  -0.5495
H  1.1350  -0.7291  1.1941
C  1.9296  1.8397  -0.7444
C  1.2558  2.4679  0.3187
H  1.2420  3.5448  0.5074
H  -0.0311  1.6294  1.9356
H  2.6672  -0.2869  -0.9798
H  2.4692  2.3795  -1.5305
C  -1.3500  -1.1567  0.3916
C  -1.7078  0.0259  -0.3093
C  -1.9911  -0.3358  -1.6614
H  -1.8126  1.0244  0.1144
C  -1.7391  -1.7572  -1.8272
C  -1.3881  -2.2445  -0.5198
H  -1.3524  -3.2901  -0.2725
H  -1.2385  -1.2116  1.4705
H  -2.5862  0.2439  -2.3393
H  -1.9154  -2.3303  -2.7311
O  0.1982  -1.8176  -3.7542
C  -0.5231  -1.6460  -5.0726
C  0.3310  -2.2360  -6.2086
H  -0.7745  -0.5841  -5.1920
H  -1.4508  -2.2411  -5.0078
C  1.3273  -3.1417  -5.5424
H  0.8063  -1.4541  -6.8072
H  -0.2814  -2.8813  -6.8471
C  1.0502  -2.9716  -4.0371
H  2.3825  -2.9901  -5.7982
H  1.0793  -4.1826  -5.8022
H  1.9356  -2.8988  -3.4118
H  0.4826  -3.8932  -3.7987
C  0.7582  -4.7015  -0.7179
C  1.7071  -3.5454  -0.5833
O  1.1606  -2.3484  -1.0910
C  2.0199  -3.2155  0.8903
F  2.6509  -4.2572  1.4737
F  2.7672  -2.0915  1.0666
F  0.8418  -2.9950  1.5580
C  3.0792  -3.7815  -1.3101
F  3.9736  -4.6161  -0.7348
F  2.8721  -4.3322  -2.5535
F  3.7217  -2.5985  -1.5189
H  0.0522  -4.6110  0.1071
H  1.2952  -5.6504  -0.6498
H  0.2071  -4.6290  -1.6647

Here are the natural (NBO) charges for atoms 1 to 2, given in e:
1 O -0.5571
2 C -0.0535



Entry 4:
The following is a quantum chemistry calculation of a cluster of 2 separate species, C3H7NO3 in total, from the Open Molecules 2025 dataset.

DFT total energy	-10856.12587	eV
ΔE to the lowest compared entry with this formula, charge and spin	2.242	eV
SMILES	CC(=O)NC=O.O
total charge	0

Geometry (Å):
C  0.7842  -0.0649  2.7742
C  -0.1524  0.3846  1.8254
O  -0.4008  1.5673  1.7524
N  -0.7081  -0.3690  0.7509
C  -0.7242  -1.8312  0.7766
O  -1.7308  -2.3909  0.3550
H  0.5404  -1.0842  3.2903
H  1.6589  -0.4275  2.0758
H  1.1429  0.7042  3.4589
H  -1.4301  0.2338  0.2240
H  0.1597  -2.3041  1.1854
O  0.0588  1.5767  -6.1599
H  0.9419  1.5553  -6.1069
H  -0.1405  2.4500  -6.2023

Here are the natural (NBO) charges for atoms 1 to 2, given in e:
1 C -0.7142
2 C 0.6490